No. 1
Entry from OMol25: a structure of composition C34H24F3FeN8O7 at a distorted geometry (ωB97M-V/def2-TZVPD).

Geometry as XYZ:
```
77
Properties=species:S:1:pos:R:3:forces:R:3:mulliken_spin:R:1
Fe 0.69751 -1.17797 1.31765 -0.002 0.287 -0.211 4.263
C 4.72680 -1.59675 -0.07020 1.644 0.693 0.301 0.000
C 3.52357 -1.80616 0.72860 -1.476 0.466 0.169 0.026
N 2.70469 -0.84137 0.92474 -0.299 -0.106 0.086 0.068
N 2.98543 0.39552 0.44161 1.703 -1.399 -0.559 0.021
C 1.98031 1.16822 0.62404 -0.808 0.483 0.650 -0.020
O 0.94882 0.79840 1.30290 -0.926 -0.236 0.103 0.122
C 2.07408 2.51030 0.08597 -2.133 0.736 1.300 0.015
C 3.01138 2.78539 -0.85145 1.040 0.218 -1.128 -0.002
C 3.07389 4.04469 -1.41677 -0.502 1.017 0.071 0.001
C 2.14668 5.00390 -0.98964 -0.087 0.753 -0.917 -0.002
C 1.18106 4.75392 -0.01205 0.611 -1.311 -0.479 0.000
C 1.11947 3.46690 0.49739 -0.059 -0.202 -0.089 0.003
C 3.00119 -3.09403 1.24456 0.857 0.141 -0.472 0.036
C 3.87983 -4.12201 1.54865 -0.515 -0.213 0.408 0.005
C 3.30647 -5.31325 1.94731 1.488 -0.983 0.064 0.001
C 1.95585 -5.45907 1.92923 -0.162 -0.973 1.186 0.004
C 1.16645 -4.38086 1.66007 -2.394 -0.754 0.014 -0.014
N 1.65042 -3.20512 1.34816 0.949 1.077 -0.078 0.036
H 5.29450 -2.51330 -0.16615 0.196 -0.078 -0.114 0.001
H 5.35891 -0.80782 0.43972 -0.562 -0.837 -0.628 0.002
H 4.49157 -1.19369 -1.06995 -0.105 -0.180 0.442 0.001
H 3.59413 1.94596 -1.18866 0.454 0.144 -0.130 -0.002
H 3.76236 4.35470 -2.21148 -0.238 -0.553 0.337 0.000
H 2.07757 5.93009 -1.59023 0.259 -0.357 0.725 0.000
H 0.41823 5.44218 0.26797 -0.260 0.656 -0.015 0.000
H 0.25344 3.17001 1.10517 0.689 0.046 -0.027 0.003
H 4.95732 -4.05132 1.63369 -0.115 0.499 -0.480 0.000
H 3.96803 -6.14293 2.24826 -0.498 0.445 -0.117 0.000
H 1.49883 -6.33961 2.35868 -0.064 -0.216 -0.482 0.000
H 0.06115 -4.57577 1.68579 1.068 0.895 -0.154 -0.002
F -5.73767 5.77449 1.00023 -0.111 -1.094 -0.754 0.000
C -6.03286 4.83886 0.01980 -0.160 0.291 0.961 0.000
F -7.21569 4.26395 0.38614 0.764 0.511 -0.388 0.000
F -6.22114 5.55539 -1.09320 -0.466 0.082 -0.126 0.000
C -4.94511 3.82976 -0.22456 -0.714 -0.889 0.726 0.001
C -3.62638 4.25973 -0.18786 -1.143 1.406 -0.063 -0.001
C -2.68323 3.40857 -0.63297 2.956 -0.293 -0.607 0.001
C -2.99879 2.10893 -1.01433 1.243 -0.782 -0.023 -0.001
C -4.28436 1.62787 -0.93865 -0.445 0.496 0.266 0.001
C -5.28172 2.48431 -0.53363 -0.307 1.718 -0.043 0.000
C -2.01710 1.15762 -1.47740 0.469 0.050 -0.550 0.006
C -1.30092 0.33968 -2.00356 0.176 0.281 -0.048 -0.009
H -3.36154 5.29972 0.06493 -0.317 -0.645 -0.075 0.000
H -1.62711 3.78311 -0.75029 -1.165 -0.674 0.217 0.000
H -4.43422 0.61688 -1.24200 -0.436 -0.490 -0.045 0.000
H -6.33263 2.21734 -0.54361 0.163 -0.154 0.082 0.000
N 0.38973 1.29924 6.12521 -0.422 -0.532 -1.249 0.000
C 0.13450 0.12277 5.44272 0.598 -0.262 0.096 -0.001
C 0.13224 0.09691 4.00247 -0.073 -0.160 0.144 -0.006
N -0.02499 -1.04163 3.34188 0.133 -0.457 0.604 0.055
C -0.17018 -2.19967 4.06628 -0.380 0.298 -1.059 0.011
C -0.06692 -2.16801 5.41639 -0.275 0.004 1.882 -0.003
N 0.06767 -1.01359 6.13631 0.052 -0.497 -0.979 0.005
H 0.13535 2.15167 5.65213 0.083 0.027 0.078 0.000
H 0.26289 1.30413 7.11535 -0.101 -0.202 0.392 0.000
H 0.28657 0.98096 3.38183 -0.007 -0.145 0.318 0.000
H -0.46898 -3.11456 3.54313 0.487 0.465 0.062 0.001
H -0.12986 -3.13176 5.99160 0.048 1.230 -0.515 0.000
O -1.01366 -3.56387 -0.40421 0.616 2.449 -0.151 0.013
C -0.72682 -2.46741 -0.93134 0.448 -1.153 0.481 -0.008
O -0.12670 -1.40803 -0.25247 -0.569 -1.118 0.795 0.309
C -0.81232 -2.11178 -2.31673 0.282 1.476 1.633 0.024
C -0.42882 -0.64803 -2.68564 -1.128 -1.337 -1.408 0.014
C -0.51246 -0.56650 -4.21180 -0.402 0.100 0.061 0.006
C -1.02235 -1.52530 -5.01189 -0.054 -1.700 0.781 -0.002
C -1.34854 -2.87435 -4.53630 0.503 3.208 1.054 0.018
C -1.22100 -3.07548 -3.14132 -1.130 -1.157 -2.750 -0.013
N -1.59132 -3.90111 -5.42858 0.789 -0.933 0.598 0.000
O -1.75408 -3.65534 -6.61523 -0.305 -0.131 -0.235 0.007
O -1.50754 -5.04762 -4.94866 -0.539 0.108 -0.697 0.005
N 0.10079 0.59809 -4.84169 -0.795 0.004 -0.340 0.000
O -0.18529 0.90390 -5.99365 0.036 -0.409 0.288 0.001
O 0.88822 1.23874 -4.16824 0.334 0.152 0.502 0.001
H 0.59789 -0.49689 -2.48069 1.000 0.493 0.843 -0.001
H -1.09395 -1.35937 -6.05252 0.124 0.252 -0.971 0.000
H -1.55951 -4.04145 -2.79694 0.388 -0.045 0.436 0.000
```
Positions in Å, forces in eV/Å.

* <S²>: 8.764
* energy above the lowest of the compared OMol25 structures with the same formula, charge and spin: 8.2 kcal per mole
* E: -104432.3657 eV
* multiplicity: 6
* Kohn-Sham gap (spin up / spin down): 0.182 / 0.152 Eh
* HOMO energy (spin up / spin down): -6.58 / -6.51 eV

---

No. 2
Entry from OMol25: a structure of composition C34H25Br2FeN5O2S2 (ωB97M-V/def2-TZVPD).

Geometry as XYZ:
```
71
Properties=species:S:1:pos:R:3:forces:R:3:mulliken_spin:R:1
Fe -0.06458 0.50703 0.43320 -0.025 -0.018 -0.338 3.787
N -1.20625 4.26916 -1.72011 0.047 -0.019 0.031 0.006
C -0.61406 3.13953 -1.25822 -0.071 0.013 -0.039 -0.006
S -0.70876 2.84284 0.43876 -0.066 0.065 0.151 0.066
N -0.05870 2.38489 -2.18890 0.165 -0.131 0.139 -0.013
N 0.54563 1.29061 -1.65030 -0.121 0.073 -0.079 0.023
C 1.30192 0.58127 -2.40386 0.085 -0.069 0.133 0.001
C 1.58078 0.88152 -3.83414 -0.013 0.004 0.015 0.003
C 2.85520 1.26476 -4.23822 0.022 0.057 0.012 -0.001
C 3.11623 1.55380 -5.57071 -0.023 -0.014 0.014 0.000
C 2.10428 1.45311 -6.51345 -0.011 -0.020 0.015 0.000
C 0.82981 1.06913 -6.11651 0.020 0.013 -0.009 0.000
C 0.56888 0.79052 -4.78474 -0.001 -0.009 -0.011 0.000
C 1.96919 -0.55805 -1.72155 -0.141 0.180 -0.056 0.013
C 2.88027 -1.38038 -2.36895 0.037 -0.081 -0.055 0.002
C 3.52758 -2.36725 -1.64253 -0.001 0.015 -0.037 -0.002
C 3.24845 -2.50384 -0.29605 -0.038 0.000 0.061 0.001
C 2.29846 -1.66491 0.27017 -0.043 -0.012 -0.171 0.000
N 1.66499 -0.72223 -0.42501 0.009 -0.151 0.066 0.014
H -1.50187 4.95577 -1.05012 0.012 -0.012 -0.012 -0.001
H -0.97727 4.56201 -2.65505 -0.013 -0.007 -0.026 -0.001
H 3.64515 1.35399 -3.50201 0.002 -0.013 0.007 0.000
H 4.11046 1.85856 -5.87004 0.005 0.005 -0.001 0.000
H 2.30707 1.67205 -7.55365 -0.002 0.007 -0.005 0.000
H 0.03524 0.99182 -6.84777 0.001 -0.004 -0.008 0.000
H -0.42611 0.50441 -4.47070 0.001 -0.009 0.007 -0.001
H 3.07733 -1.24809 -3.42298 0.003 0.024 0.014 0.000
H 4.24612 -3.01473 -2.12839 0.002 -0.004 0.008 0.000
H 3.74270 -3.24674 0.31361 -0.004 -0.004 0.002 0.000
H 2.02703 -1.72951 1.31304 0.005 0.023 0.072 -0.002
Br 2.79116 -0.04909 4.58957 -0.021 0.005 0.009 0.001
C 0.90513 -0.12490 4.48949 0.015 0.020 0.105 0.010
C 0.16062 -0.22668 5.67663 0.054 0.001 -0.047 -0.003
C -1.20161 -0.29927 5.64635 -0.008 0.032 -0.021 0.008
Br -2.15750 -0.41272 7.28121 -0.014 -0.012 0.009 0.000
C -1.89401 -0.28806 4.41096 -0.020 -0.055 0.011 0.000
C -3.29336 -0.38583 4.25552 0.003 0.020 0.046 0.005
C -3.83502 -0.39506 3.00207 0.009 -0.011 -0.044 -0.004
C -2.98475 -0.30083 1.88591 -0.006 -0.071 0.027 -0.006
N -1.68236 -0.19625 1.99159 -0.001 0.210 0.042 0.022
C -1.12848 -0.18631 3.23093 -0.042 0.021 -0.067 -0.004
C 0.30705 -0.07221 3.24094 0.026 -0.025 -0.104 0.006
O 0.93351 0.03612 2.12128 0.174 0.027 0.137 0.049
H 0.68240 -0.24332 6.62338 0.010 -0.003 -0.005 0.000
H -3.92130 -0.45382 5.13380 0.005 -0.011 -0.004 0.000
H -4.90344 -0.47455 2.85502 0.001 -0.001 -0.005 0.000
H -3.38353 -0.32731 0.88067 -0.011 0.033 -0.032 0.003
O -1.73693 -0.22899 -0.87702 -0.145 0.032 -0.010 0.010
S -2.28978 -0.01541 -2.26010 0.259 -0.193 0.007 0.004
C -3.20732 1.50656 -2.30623 -0.055 0.017 0.038 0.000
C -3.35033 2.10571 -3.54857 -0.018 0.065 0.021 -0.001
C -4.09901 3.26888 -3.65228 0.037 0.003 0.007 0.000
C -4.65649 3.83322 -2.51367 -0.013 -0.024 0.050 0.000
C -4.46398 3.24501 -1.26939 -0.022 0.009 -0.048 0.001
C -3.73866 2.06948 -1.15763 -0.017 -0.025 -0.033 -0.001
C -3.66485 -1.17343 -2.33109 -0.011 0.052 -0.010 0.007
C -4.61933 -1.07859 -3.33501 -0.007 -0.001 -0.005 -0.002
C -5.63676 -2.01603 -3.38887 -0.002 -0.025 0.012 0.000
C -5.69296 -3.04084 -2.45125 0.011 0.020 -0.009 0.000
C -4.72448 -3.13290 -1.46437 0.017 0.009 0.002 0.000
C -3.69698 -2.19887 -1.40117 -0.013 -0.018 -0.040 0.002
H -2.86799 1.67860 -4.41986 0.002 -0.004 -0.007 0.000
H -4.22456 3.74571 -4.61518 -0.008 0.000 -0.010 0.000
H -5.22838 4.74853 -2.59268 -0.006 0.006 0.001 0.000
H -4.87327 3.70650 -0.38068 -0.004 0.003 0.008 0.000
H -3.55380 1.61688 -0.19422 -0.002 -0.022 0.018 0.005
H -4.58265 -0.27524 -4.05982 -0.002 0.004 0.014 0.000
H -6.38972 -1.94509 -4.16227 -0.009 0.001 -0.004 0.000
H -6.49214 -3.76850 -2.49541 -0.004 -0.009 0.000 0.000
H -4.76116 -3.93516 -0.73940 -0.002 -0.001 0.007 0.000
H -2.92518 -2.26040 -0.64674 -0.002 0.018 0.039 -0.001
```
Positions in Å, forces in eV/Å.

* <S²>: 6.012
* energy above the lowest of the compared OMol25 structures with the same formula, charge and spin: 0.0 kcal per mole
* E: -243354.0518 eV
* multiplicity: 5
* Kohn-Sham gap (spin up / spin down): 0.264 / 0.264 Eh
* HOMO energy (spin up / spin down): -7.12 / -7.17 eV